# 1
Entry from the Open Molecules 2025 dataset: a 7-piece molecular cluster, C36H69ClN5O7PS overall at a distorted geometry (ωB97M-V/def2-TZVPD).

Last column: Mulliken charge in e.
Positions of all 120 atoms, in Å:
N (-0.863, -2.254, 4.590)  -0.675
C (-0.003, -1.569, 3.733)  0.111
N (1.494, -1.866, 3.958)  -0.473
N (-0.494, -0.574, 2.686)  0.206
C (-1.476, -1.244, 1.720)  -0.587
C (-1.526, -0.520, 0.250)  -0.140
C (-2.895, 0.325, -0.065)  -0.484
C (-3.602, 1.019, 1.241)  -0.639
C (-2.607, 1.932, 2.170)  0.551
C (-1.251, 2.613, 1.549)  -0.715
C (-0.156, 3.509, 2.390)  0.427
C (1.160, 4.046, 1.545)  -0.465
C (2.586, 3.599, 2.231)  0.459
C (3.896, 4.590, 1.966)  -0.469
C (5.391, 4.345, 2.598)  -0.383
C (5.617, 3.027, 3.569)  -0.483
C (4.344, 1.974, 3.829)  -0.241
C (2.840, 2.270, 3.159)  -0.107
C (-0.426, 3.805, 3.982)  0.410
N (0.426, 4.633, 4.937)  -0.517
S (-0.459, 4.540, 6.480)  0.168
N (-1.863, 3.515, 6.107)  -0.475
C (-1.797, 3.119, 4.622)  0.314
C (-2.906, 2.179, 3.797)  -0.272
P (-4.456, 1.392, 4.660)  0.278
O (-5.508, 2.628, 5.311)  -0.501
Cl (-3.744, 0.336, 6.411)  -0.284
H (-1.855, -1.977, 4.391)  0.306
H (1.991, -1.959, 3.044)  0.326
H (1.926, -1.130, 4.570)  0.285
H (0.326, -0.170, 2.180)  0.008
H (-2.506, -1.331, 2.270)  0.278
H (-1.106, -2.366, 1.546)  0.284
H (-0.603, 0.195, 0.160)  -0.062
H (-1.443, -1.374, -0.579)  0.372
H (-2.647, 1.154, -0.867)  0.255
H (-3.672, -0.402, -0.587)  0.136
H (-4.172, 0.202, 1.869)  0.323
H (-4.436, 1.759, 0.820)  0.323
H (-1.051, 2.423, 0.389)  0.064
H (1.125, 3.535, 0.469)  0.136
H (1.125, 5.204, 1.382)  0.423
H (3.722, 5.537, 1.278)  0.210
H (6.252, 5.103, 2.366)  0.300
H (6.673, 2.868, 4.051)  0.275
H (4.570, 1.059, 4.527)  0.193
H (1.946, 1.518, 3.362)  0.177
H (-6.155, 2.153, 5.938)  0.332
C (4.429, 0.666, -1.925)  -1.095
C (3.581, 1.927, -1.962)  0.436
C (4.379, 3.117, -2.473)  -1.485
O (3.098, 2.211, -0.651)  -0.172
H (5.284, 0.788, -1.252)  0.402
H (3.845, -0.179, -1.544)  0.337
H (4.802, 0.412, -2.922)  0.150
H (2.709, 1.766, -2.605)  0.153
H (5.232, 3.326, -1.819)  0.357
H (3.759, 4.020, -2.483)  0.351
H (4.751, 2.936, -3.486)  0.390
H (3.866, 2.355, -0.074)  0.181
C (-6.999, -1.837, -2.386)  -1.286
C (-7.004, -0.657, -1.428)  0.609
C (-8.166, 0.281, -1.710)  -1.332
O (-5.777, 0.058, -1.554)  -0.432
H (-6.891, -1.500, -3.423)  0.378
H (-6.150, -2.498, -2.180)  0.298
H (-7.923, -2.418, -2.302)  0.322
H (-7.066, -1.021, -0.397)  0.169
H (-8.100, 0.694, -2.723)  0.386
H (-8.149, 1.132, -1.021)  0.307
H (-9.125, -0.235, -1.605)  0.307
H (-5.713, 0.385, -2.467)  0.293
C (5.819, -3.102, -4.127)  -1.328
C (5.871, -1.961, -5.131)  0.847
C (6.738, -2.315, -6.328)  -1.416
O (6.394, -0.797, -4.496)  -0.509
H (6.819, -3.328, -3.740)  0.344
H (5.201, -2.828, -3.265)  0.299
H (5.406, -4.008, -4.581)  0.372
H (4.857, -1.722, -5.469)  -0.015
H (7.771, -2.514, -6.019)  0.359
H (6.776, -1.480, -7.036)  0.340
H (6.353, -3.198, -6.848)  0.381
H (7.294, -1.000, -4.193)  0.327
C (6.007, -3.276, 2.580)  -1.395
C (5.890, -1.892, 3.198)  0.384
C (6.567, -1.833, 4.559)  -1.275
O (4.512, -1.554, 3.341)  -0.458
H (5.522, -4.029, 3.211)  0.355
H (5.505, -3.307, 1.608)  0.311
H (7.056, -3.559, 2.443)  0.404
H (6.341, -1.151, 2.530)  0.280
H (6.101, -2.535, 5.259)  0.339
H (6.463, -0.834, 4.997)  0.285
H (7.632, -2.072, 4.480)  0.400
H (4.103, -2.207, 3.933)  0.370
C (0.689, 0.558, -7.095)  -1.375
C (1.582, 1.121, -6.001)  0.445
C (3.048, 1.069, -6.400)  -0.933
O (1.392, 0.373, -4.803)  -0.470
H (0.928, -0.493, -7.293)  0.348
H (-0.362, 0.591, -6.789)  0.327
H (0.801, 1.123, -8.026)  0.369
H (1.296, 2.157, -5.789)  0.281
H (3.370, 0.036, -6.573)  0.188
H (3.680, 1.466, -5.598)  0.097
H (3.231, 1.649, -7.310)  0.436
H (1.644, -0.548, -4.982)  0.313
C (-11.456, -3.724, 0.470)  -1.313
C (-9.938, -3.681, 0.404)  0.342
C (-9.325, -3.581, 1.792)  -1.294
O (-9.531, -2.558, -0.373)  -0.429
H (-11.855, -2.812, 0.930)  0.350
H (-11.884, -3.783, -0.536)  0.328
H (-11.802, -4.586, 1.049)  0.383
H (-9.566, -4.580, -0.099)  0.263
H (-9.648, -2.664, 2.298)  0.335
H (-8.233, -3.538, 1.728)  0.310
H (-9.607, -4.439, 2.410)  0.405
H (-9.857, -1.755, 0.066)  0.314

As for the orbital gap: 6.718 eV. For the max |F|, the calculation gives 6.52 eV Å⁻¹. The value obtained for the LUMO energy is -0.0539 hartree. The multiplicity is 1.

---

# 2
Entry from the Open Molecules 2025 dataset: an isolated ion of composition C5H11N2OS and charge +1 at a distorted geometry (ωB97M-V/def2-TZVPD).

Last column: natural (NBO) charge in e.
Positions of all 20 atoms, in Å:
C (-1.154, 1.520, -0.946)  0.326
C (-0.034, -0.445, 0.867)  -0.310
C (1.146, -1.079, 0.092)  0.267
C (0.125, -0.687, 2.330)  -0.654
C (1.893, -2.172, 0.244)  -0.468
N (-1.422, 0.553, -1.815)  -0.738
N (-1.614, 2.786, -1.215)  -0.743
O (1.452, -0.285, -1.008)  -0.729
S (-0.319, 1.451, 0.511)  0.394
H (-1.098, -0.835, 0.540)  0.261
H (-0.462, 0.045, 2.903)  0.235
H (1.078, -0.467, 2.653)  0.231
H (-0.179, -1.579, 2.818)  0.263
H (-0.606, -0.135, -1.796)  0.451
H (1.693, -3.090, 0.859)  0.249
H (2.635, -2.287, -0.526)  0.206
H (-1.815, 0.802, -2.655)  0.411
H (-2.037, 2.988, -2.120)  0.418
H (-1.663, 3.476, -0.522)  0.426
H (2.383, -0.561, -1.214)  0.504

As for the orbital gap: 9.417 eV. For the max |F|, the calculation gives 5.20 eV Å⁻¹. As for the total charge: +1. The energy above the lowest of the compared OMol25 structures with the same formula, charge and spin is 105.71 kJ/mol. The value obtained for the LUMO energy is -0.1250 hartree. The multiplicity is 1.

---

# 3
Entry from the Open Molecules 2025 dataset: C18H34AgBrNO6P2 as an isolated structure at a distorted geometry (ωB97M-V/def2-TZVPD).

Last column: natural (NBO) charge in e.
Positions of all 63 atoms, in Å:
Ag (-0.523, 1.316, 1.442)  0.894
C (-3.447, 0.095, 0.000)  -0.642
C (-2.422, -0.023, -1.114)  0.120
C (-2.824, -1.037, -2.170)  -0.635
O (-1.076, -0.311, -0.611)  -0.864
P (-0.660, -1.366, 0.502)  2.422
O (-1.019, -0.971, 1.882)  -1.129
C (1.130, -1.476, 0.202)  -1.250
P (1.947, 0.149, 0.360)  2.444
O (1.667, 0.827, 1.644)  -1.133
O (1.451, 1.030, -0.851)  -0.842
C (1.929, 0.859, -2.221)  0.113
C (2.996, 1.901, -2.505)  -0.630
C (0.729, 1.003, -3.138)  -0.624
O (3.472, -0.047, 0.014)  -0.841
C (4.509, -0.770, 0.758)  0.119
C (4.694, -2.131, 0.109)  -0.630
C (4.239, -0.849, 2.249)  -0.644
O (-1.289, -2.711, -0.024)  -0.840
C (-1.629, -3.883, 0.784)  0.119
C (-2.910, -3.635, 1.563)  -0.643
C (-0.475, -4.288, 1.686)  -0.652
H (-4.400, 0.406, -0.426)  0.236
H (-3.143, 0.840, 0.737)  0.214
H (-3.583, -0.860, 0.510)  0.222
H (-2.291, 0.951, -1.591)  0.192
H (-3.017, -2.011, -1.727)  0.224
H (-2.036, -1.143, -2.917)  0.220
H (-3.726, -0.688, -2.672)  0.229
H (1.320, -1.912, -0.779)  0.289
H (1.539, -2.134, 0.971)  0.289
H (2.359, -0.141, -2.316)  0.183
H (2.582, 2.900, -2.364)  0.215
H (3.340, 1.800, -3.534)  0.225
H (3.844, 1.772, -1.835)  0.231
H (0.268, 1.980, -2.981)  0.208
H (-0.011, 0.229, -2.940)  0.217
H (1.055, 0.930, -4.174)  0.229
H (5.401, -0.168, 0.587)  0.201
H (3.836, -2.775, 0.314)  0.198
H (5.591, -2.616, 0.490)  0.234
H (4.797, -2.013, -0.969)  0.224
H (3.337, -1.430, 2.453)  0.202
H (4.101, 0.145, 2.670)  0.241
H (5.080, -1.332, 2.744)  0.237
H (-1.797, -4.650, 0.029)  0.201
H (-2.756, -2.834, 2.286)  0.232
H (-3.193, -4.541, 2.096)  0.231
H (-3.725, -3.366, 0.891)  0.218
H (-0.263, -3.490, 2.402)  0.223
H (0.421, -4.504, 1.102)  0.214
H (-0.746, -5.183, 2.242)  0.240
Br (-4.015, 6.139, 2.838)  0.125
C (-2.918, 5.219, 1.615)  -0.127
C (-2.703, 5.726, 0.345)  -0.168
C (-1.883, 5.009, -0.512)  -0.221
C (-1.320, 3.826, -0.073)  0.024
N (-1.539, 3.338, 1.155)  -0.529
C (-2.322, 4.024, 1.987)  0.024
H (-3.156, 6.655, 0.029)  0.248
H (-1.679, 5.368, -1.511)  0.239
H (-0.662, 3.244, -0.708)  0.210
H (-2.475, 3.610, 2.974)  0.223

As for the orbital gap: 9.875 eV. For the max |F|, the calculation gives 1.24 eV Å⁻¹. As for the total charge: +1. The value obtained for the LUMO energy is -0.0842 hartree. The multiplicity is 1.

---

# 4
Entry from the Open Molecules 2025 dataset: a 2-piece molecular cluster, C3H9O overall at a distorted geometry (ωB97M-V/def2-TZVPD).

Last column: natural (NBO) charge in e.
Positions of all 13 atoms, in Å:
O (2.746, 0.229, 2.292)  -1.355
H (3.453, 0.820, 1.971)  0.387
C (-1.615, -0.123, -1.193)  -0.611
C (-0.217, 0.252, -0.642)  -0.383
C (0.207, -0.394, 0.700)  -0.640
H (-2.481, 0.142, -0.636)  0.194
H (-1.567, 0.463, -2.139)  0.189
H (-1.675, -1.150, -1.515)  0.189
H (0.572, 0.138, -1.471)  0.179
H (-0.152, 1.335, -0.496)  0.186
H (1.180, -0.078, 1.071)  0.327
H (0.077, -1.499, 0.601)  0.162
H (-0.526, -0.134, 1.457)  0.176

As for the orbital gap: 6.101 eV. For the max |F|, the calculation gives 3.02 eV Å⁻¹. As for the total charge: -1. The energy above the lowest of the compared OMol25 structures with the same formula, charge and spin is 38.98 kJ/mol. The value obtained for the LUMO energy is 0.1424 hartree. The multiplicity is 1.